#w
{"formula": "C30H45AsF4N5S2SnTe", "method": "ωB97M-V/def2-TZVPD", "e_lumo_ev": -2.1, "homo_lumo_gap_ev": 7.564, "charge": 1, "symbols": ["Sn", "C", "C", "N", "C", "C", "C", "C", "N", "C", "C", "F", "C", "F", "C", "C", "F", "C", "F", "H", "H", "H", "H", "H", "H", "H", "H", "H", "H", "H", "H", "H", "H", "H", "N", "H", "H", "H", "C", "As", "C", "C", "S", "H", "H", "H", "H", "H", "H", "H", "H", "H", "Te", "C", "C", "C", "C", "C", "C", "C", "C", "C", "C", "C", "C", "H", "H", "H", "H", "H", "H", "H", "H", "H", "H", "C", "N", "C", "S", "N", "C", "H", "H", "H", "H", "H", "H", "H", "H"], "coordinates": [[0.04, 0.94, -1.01], [-1.46, 3.35, -4.75], [-0.93, 2.31, -3.78], [-0.34, 2.82, -2.52], [0.83, 3.70, -2.73], [1.93, 3.09, -3.57], [-1.33, 3.52, -1.69], [-0.82, 3.82, -0.26], [0.08, 2.77, 0.22], [0.98, 3.08, 1.20], [2.16, 2.33, 1.31], [2.32, 1.31, 0.43], [3.13, 2.55, 2.26], [4.20, 1.75, 2.27], [3.01, 3.58, 3.18], [1.85, 4.33, 3.11], [1.64, 5.30, 4.01], [0.86, 4.09, 2.17], [-0.27, 4.81, 2.26], [-1.82, 2.85, -5.65], [-0.68, 4.06, -5.05], [-2.29, 3.92, -4.33], [-0.17, 1.69, -4.26], [-1.74, 1.63, -3.49], [1.23, 3.94, -1.74], [0.49, 4.64, -3.17], [2.17, 2.08, -3.24], [2.83, 3.69, -3.48], [1.67, 3.05, -4.63], [-2.22, 2.89, -1.65], [-1.64, 4.47, -2.14], [-1.70, 3.95, 0.37], [-0.30, 4.79, -0.26], [3.76, 3.76, 3.93], [-2.54, 0.89, -0.23], [-3.18, 0.88, -1.02], [-2.71, 1.74, 0.30], [-2.77, 0.10, 0.36], [3.45, -2.88, -1.04], [3.26, -2.00, -2.74], [2.23, -3.17, -3.86], [5.02, -2.02, -3.51], [2.59, -0.02, -2.60], [3.87, -3.87, -1.18], [2.48, -2.94, -0.55], [4.11, -2.28, -0.42], [2.42, -4.21, -3.57], [2.56, -3.01, -4.88], [1.17, -2.93, -3.77], [5.38, -3.04, -3.62], [5.69, -1.45, -2.87], [4.96, -1.54, -4.48], [0.46, -1.12, 1.62], [-0.90, -2.47, 2.52], [-0.42, -3.67, 3.03], [-1.28, -4.54, 3.70], [-2.62, -4.20, 3.87], [-3.10, -3.00, 3.36], [-2.25, -2.14, 2.68], [0.37, 0.19, 3.28], [-0.58, 1.20, 3.31], [-0.66, 2.04, 4.42], [0.22, 1.87, 5.48], [1.18, 0.86, 5.44], [1.26, 0.02, 4.33], [0.62, -3.93, 2.92], [-0.89, -5.46, 4.11], [-3.28, -4.87, 4.40], [-4.14, -2.73, 3.50], [-2.63, -1.20, 2.30], [-1.25, 1.36, 2.47], [-1.39, 2.83, 4.44], [0.16, 2.52, 6.34], [1.87, 0.74, 6.26], [2.02, -0.76, 4.30], [-1.88, -5.13, -0.39], [-1.39, -3.83, -0.84], [-2.07, -2.88, -1.52], [-1.22, -1.76, -2.49], [-3.41, -2.82, -1.46], [-4.35, -3.37, -0.48], [-1.06, -5.84, -0.45], [-2.68, -5.48, -1.04], [-2.23, -5.11, 0.64], [-0.40, -3.73, -0.95], [-3.79, -2.19, -2.14], [-3.83, -3.77, 0.39], [-4.97, -4.15, -0.91], [-5.00, -2.57, -0.13]], "mulliken_charge": [0.517, -1.347, -0.657, 0.740, -0.603, -0.851, -1.169, -1.196, 0.892, -0.004, -0.381, -0.094, -0.155, -0.360, -0.403, 0.255, -0.366, 0.765, -0.448, 0.436, 0.277, 0.317, 0.453, 0.298, 0.229, 0.499, -0.293, 0.432, 0.336, 0.423, 0.537, 0.431, 0.646, 0.526, -0.490, 0.274, 0.285, 0.015, -0.876, 0.614, -0.951, -1.134, -0.482, 0.451, 0.035, 0.354, 0.379, 0.387, 0.177, 0.388, 0.344, 0.370, 0.259, 0.581, -0.476, -0.686, -0.470, -0.756, -0.294, 0.574, 0.096, -0.617, -0.607, -0.632, -0.675, 0.424, 0.419, 0.402, 0.454, 0.292, -0.037, 0.435, 0.428, 0.433, 0.462, -1.150, 0.087, 0.390, -0.365, -0.196, -0.830, 0.370, 0.385, 0.268, 0.092, 0.263, 0.180, 0.342, 0.331]}

***

#x
{"formula": "C30H45AsF4N5S2SnTe", "method": "ωB97M-V/def2-TZVPD", "e_lumo_ev": -2.0, "homo_lumo_gap_ev": 7.989, "charge": 1, "symbols": ["Sn", "C", "C", "N", "C", "C", "C", "C", "N", "C", "C", "F", "C", "F", "C", "C", "F", "C", "F", "H", "H", "H", "H", "H", "H", "H", "H", "H", "H", "H", "H", "H", "H", "H", "N", "H", "H", "H", "C", "As", "C", "C", "S", "H", "H", "H", "H", "H", "H", "H", "H", "H", "Te", "C", "C", "C", "C", "C", "C", "C", "C", "C", "C", "C", "C", "H", "H", "H", "H", "H", "H", "H", "H", "H", "H", "C", "N", "C", "S", "N", "C", "H", "H", "H", "H", "H", "H", "H", "H"], "coordinates": [[0.83, -0.19, 0.61], [5.09, -1.46, 2.66], [3.69, -0.91, 2.41], [3.26, -0.89, 1.00], [4.13, -0.08, 0.14], [4.25, 1.37, 0.58], [3.10, -2.23, 0.43], [1.99, -3.01, 1.10], [0.75, -2.26, 1.02], [-0.33, -2.88, 1.66], [-0.45, -2.95, 3.04], [0.50, -2.40, 3.81], [-1.56, -3.51, 3.64], [-1.63, -3.52, 4.98], [-2.59, -4.04, 2.90], [-2.48, -4.00, 1.52], [-3.46, -4.49, 0.75], [-1.37, -3.44, 0.92], [-1.31, -3.43, -0.43], [5.22, -1.63, 3.72], [5.87, -0.77, 2.34], [5.26, -2.41, 2.16], [3.64, 0.11, 2.78], [2.95, -1.47, 2.98], [3.70, -0.12, -0.87], [5.13, -0.54, 0.07], [3.27, 1.82, 0.72], [4.79, 1.94, -0.18], [4.80, 1.47, 1.52], [4.04, -2.80, 0.44], [2.83, -2.10, -0.63], [2.25, -3.26, 2.14], [1.90, -3.97, 0.57], [-3.46, -4.48, 3.37], [-0.31, 2.83, -0.05], [-1.01, 3.27, -0.63], [0.53, 3.39, -0.11], [-0.62, 2.85, 0.92], [0.61, 3.07, 5.80], [-0.24, 2.17, 4.34], [-1.31, 3.52, 3.50], [-1.49, 0.96, 5.14], [1.20, 1.21, 3.16], [-0.14, 3.56, 6.42], [1.31, 3.80, 5.40], [1.16, 2.34, 6.39], [-1.79, 4.10, 4.29], [-2.07, 3.06, 2.87], [-0.67, 4.16, 2.90], [-2.21, 1.52, 5.73], [-0.95, 0.26, 5.78], [-2.00, 0.40, 4.35], [0.79, -0.31, -2.91], [0.45, -0.94, -4.89], [-0.72, -1.62, -5.20], [-0.97, -2.00, -6.51], [-0.05, -1.71, -7.51], [1.13, -1.04, -7.19], [1.38, -0.66, -5.88], [0.12, 1.67, -3.21], [1.03, 2.72, -3.16], [0.58, 4.02, -3.35], [-0.76, 4.27, -3.59], [-1.67, 3.21, -3.65], [-1.22, 1.91, -3.45], [-1.44, -1.86, -4.43], [-1.88, -2.53, -6.76], [-0.24, -2.00, -8.53], [1.85, -0.81, -7.96], [2.30, -0.14, -5.63], [2.08, 2.53, -2.99], [1.29, 4.84, -3.32], [-1.11, 5.28, -3.75], [-2.71, 3.40, -3.85], [-1.93, 1.09, -3.49], [-3.43, -1.37, -1.81], [-2.57, -0.77, -0.79], [-2.90, -0.08, 0.30], [-1.81, 0.02, 1.64], [-4.08, 0.54, 0.43], [-5.13, 0.75, -0.56], [-2.93, -2.28, -2.13], [-3.56, -0.72, -2.67], [-4.39, -1.64, -1.40], [-1.63, -1.14, -0.78], [-4.23, 0.92, 1.34], [-4.71, 0.87, -1.55], [-5.65, 1.67, -0.29], [-5.86, -0.07, -0.57]], "mulliken_charge": [0.561, -1.489, -0.633, 0.749, -0.609, -0.995, -1.229, -0.735, 0.691, -0.480, 0.444, -0.377, 0.186, -0.330, -0.597, 0.409, -0.341, 0.497, -0.476, 0.443, 0.315, 0.262, 0.480, 0.171, 0.340, 0.411, 0.121, 0.444, 0.295, 0.543, 0.406, 0.420, 0.452, 0.529, -0.410, 0.195, 0.237, -0.032, -1.104, 0.737, -1.056, -0.989, -0.534, 0.410, 0.369, 0.354, 0.453, 0.218, 0.383, 0.457, 0.357, 0.215, 0.220, 0.186, -0.071, -0.627, -0.478, -0.606, -0.422, 0.312, -0.626, -0.567, -0.483, -0.680, -0.123, 0.315, 0.403, 0.376, 0.393, 0.369, 0.429, 0.405, 0.400, 0.406, 0.324, -1.402, 0.703, 0.351, -0.521, -0.149, -1.027, 0.297, 0.364, 0.485, -0.317, 0.230, 0.325, 0.362, 0.308]}

***

If we sort the structures by their calculated energies, the order from most to least stable is #x, #w.

***

#w
{"formula": "C4H8O4", "method": "ωB97M-V/def2-TZVPD", "e_lumo_ev": 0.6, "smiles": "C/C(O)=C(/O)C(O)O", "homo_lumo_gap_ev": 8.705, "symbols": ["C", "C", "O", "C", "O", "C", "O", "O", "H", "H", "H", "H", "H", "H", "H", "H"], "coordinates": [[-1.65, 0.05, 0.70], [-0.83, -0.77, -0.18], [-1.44, -1.43, -1.24], [0.49, -0.49, -0.38], [1.19, -0.98, -1.46], [1.12, 0.67, 0.27], [1.27, 0.43, 1.64], [2.28, 1.12, -0.30], [-2.63, -0.38, 0.89], [-1.37, 1.24, 0.30], [-1.18, 0.23, 1.66], [-2.40, -1.41, -1.12], [0.55, -1.44, -2.02], [0.16, 1.55, 0.24], [1.89, 1.08, 2.00], [2.54, 0.52, -1.01]], "mulliken_charge": [-1.430, 0.869, -0.563, 0.159, -0.625, 0.405, -0.470, -0.519, 0.450, 0.244, 0.354, 0.305, 0.341, -0.163, 0.302, 0.340]}

***

#x
{"formula": "C4H8O4", "method": "ωB97M-V/def2-TZVPD", "e_lumo_ev": [-0.7, -0.7], "homo_lumo_gap_ev": [8.146, 8.144], "symbols": ["C", "C", "C", "C", "O", "O", "O", "O", "H", "H", "H", "H", "H", "H", "H", "H"], "coordinates": [[0.18, 0.66, 1.55], [-0.50, 1.16, -1.68], [0.00, -0.92, 0.71], [-0.29, -1.01, -0.51], [1.59, 0.73, 1.73], [-0.33, 1.64, 0.94], [0.39, -1.82, 1.66], [-0.78, -1.63, -1.55], [1.86, 0.00, 2.30], [-0.44, 1.17, -0.50], [0.42, -2.71, 1.29], [-0.26, -1.43, -2.35], [-0.31, 0.34, 2.49], [0.38, 0.80, -2.21], [-1.42, 0.77, -2.10], [-0.50, 2.25, -1.77]], "mulliken_charge": [0.116, -1.202, 0.301, 0.192, -0.472, -0.682, -0.493, -0.465, 0.318, 0.349, 0.325, 0.393, 0.326, 0.325, 0.346, 0.323]}

***

If we sort the structures by their calculated energies, the order from most to least stable is #w, #x.